No. 1
ORCA calculation (the ωB97M-V functional and the def2-TZVPD basis) on a structure of composition C48H45N5P2S5Se2Ti at a distorted geometry.

XYZ file:
```
108
C48H45N5P2S5Se2Ti the ωB97M-V functional and the def2-TZVPD basis
Se -2.288 -1.507 -1.095
Se 0.338 2.552 -3.882
Ti -0.925 -1.512 1.109
S -0.471 -4.191 0.114
S 1.371 -2.442 1.914
S -3.512 -3.835 0.589
S -3.998 -1.111 1.921
S -1.482 -3.289 3.134
P -1.246 0.104 -2.138
P 1.567 2.706 -2.178
N 1.188 0.349 0.857
N 0.164 -0.153 0.182
N 3.513 -1.007 1.422
N 1.745 1.303 0.197
N 1.940 3.434 8.972
C -2.805 1.953 -0.969
C 1.818 5.409 -2.138
C 0.932 0.930 6.801
C -0.342 -5.297 1.566
C 4.916 -1.077 -0.461
C -0.318 2.473 4.843
C -3.224 -3.199 3.722
C 0.559 -1.623 -3.152
C 1.075 1.480 -0.957
C -3.112 -4.988 -0.776
C 1.476 4.313 -1.351
C -3.823 -1.811 3.603
C -3.881 3.046 -3.286
C 0.876 2.321 6.925
C 1.716 6.684 -1.616
C -4.264 3.525 -2.044
C 0.045 0.541 -0.976
C 4.833 0.754 -3.565
C -1.604 -5.055 -1.048
C -0.752 0.414 3.566
C 1.258 6.865 -0.319
C -0.750 -0.547 -4.875
C -0.421 -0.707 -3.537
C 3.535 1.112 -3.256
C 1.004 4.489 -0.055
C 1.228 -2.354 -4.115
C 5.649 2.691 -2.398
C -2.953 2.023 -3.385
C -2.411 1.488 -2.225
C 0.919 -2.177 -5.456
C 0.371 0.315 5.704
C -3.727 2.979 -0.888
C -1.132 -0.215 2.591
C 2.688 -1.967 0.936
C -0.255 1.082 4.711
C 3.007 -2.535 -0.311
C 0.901 5.772 0.454
C 0.245 3.087 5.942
C 3.299 2.262 -2.509
C -0.068 -1.280 -5.831
C -5.096 -3.048 0.143
C 4.103 -2.081 -1.007
C -1.391 -5.064 2.636
C 4.353 3.055 -2.077
C 4.594 -0.559 0.767
C -5.442 -2.022 1.215
C 5.889 1.547 -3.142
C 1.462 2.945 8.054
H 2.699 0.525 -3.619
H -3.803 -3.921 3.152
H 5.186 0.208 1.242
H 2.145 5.248 -3.158
H -0.809 3.063 4.082
H -5.860 -3.823 0.089
H 1.446 -2.745 -6.206
H -1.372 -4.572 -1.999
H 0.410 -0.760 5.597
H 5.020 -0.129 -4.158
H -3.493 -5.971 -0.494
H -5.952 -2.480 2.058
H 6.902 1.286 -3.411
H -2.647 1.669 -4.357
H -2.377 -5.368 2.286
H -2.399 1.506 -0.058
H 1.987 -3.062 -3.821
H -6.075 -1.243 0.789
H -4.976 -2.576 -0.835
H -3.194 -1.077 4.111
H 1.989 7.535 -2.219
H 1.177 7.860 0.087
H 0.658 -5.120 1.968
H 0.203 4.160 6.051
H -0.310 -1.147 -6.874
H 2.377 -3.329 -0.687
H -4.302 3.467 -4.186
H 6.471 3.312 -2.079
H 0.792 -1.768 -2.097
H -1.125 -5.629 3.532
H -1.518 0.148 -5.175
H -3.209 -3.489 4.774
H 4.344 -2.494 -1.975
H 0.539 5.917 1.461
H -4.030 3.350 0.079
H 0.724 3.639 0.551
H -0.401 -6.323 1.200
H -4.817 -1.811 4.054
H 5.786 -0.725 -0.987
H 4.159 3.956 -1.513
H 3.251 -0.596 2.316
H -1.261 -6.088 -1.086
H -4.986 4.325 -1.975
H 1.416 0.346 7.568
H -3.649 -4.626 -1.653
```

As for the net charge: +2. The calculation puts the orbital gap at 5.75 eV. As for the lowest unoccupied orbital energy: -0.23528 Eh. The largest force on an atom is 2.4 eV/Å. For the relative energy (zero: lowest compared OMol25 entry of this formula, charge and spin), the calculation gives 71.36 kJ/mol.

Mulliken population analysis, charges in e, atoms 1 to 8: -0.237 -0.064 0.037 0.343 -0.529 0.120 0.299 0.287



No. 2
ORCA calculation (the ωB97M-V functional and the def2-TZVPD basis) on a structure of composition C48H46AsBiCl3N3O2SSi.

XYZ file:
```
106
C48H46AsBiCl3N3O2SSi the ωB97M-V functional and the def2-TZVPD basis
Bi 0.489 0.026 0.663
As 0.414 -0.631 -2.716
Cl 1.903 3.412 3.986
Cl 7.196 2.497 3.631
Cl 3.803 -0.624 0.886
S 0.870 -4.439 0.712
Si 0.469 -1.486 4.291
O 1.656 1.204 2.161
O -2.648 -1.195 1.019
N -0.758 -4.207 -1.353
N -1.753 -4.080 0.726
N -0.738 -1.178 3.133
C 1.069 5.344 0.371
C 3.233 0.206 -2.728
C 0.359 3.406 -3.875
C -2.639 -1.065 4.691
C 2.358 -0.858 -2.911
C 0.341 -1.417 -6.926
C 0.947 4.093 -0.208
C -0.038 1.809 -0.284
C 5.115 -1.224 -3.182
C -1.349 -1.703 -4.761
C 2.098 -1.826 3.412
C 2.884 -2.110 -3.222
C -0.056 -1.228 -4.548
C 0.812 -0.098 5.539
C 4.250 -2.298 -3.355
C -2.000 -4.440 -2.051
C 0.121 -3.050 5.322
C 4.018 0.729 1.954
C -0.530 3.426 1.556
C 5.555 2.092 3.176
C 5.321 1.048 2.307
C -3.593 -0.564 -1.053
C -4.262 0.353 -1.848
C 0.145 3.107 0.376
C 2.892 1.432 2.434
C -0.613 -4.233 -0.010
C -3.988 -1.172 4.951
C 4.500 2.820 3.698
C 0.378 5.653 1.536
C -3.659 0.980 0.789
C -1.297 3.121 -2.106
C 0.151 1.235 -2.784
C -4.901 -1.360 3.916
C 3.214 2.488 3.328
C 4.603 0.025 -2.868
C -0.726 3.870 -3.072
C 0.785 -1.097 -5.652
C -3.306 -0.262 0.271
C -4.641 1.582 -1.331
C 0.700 2.069 -3.743
C -0.954 -1.880 -7.124
C -1.800 -2.024 -6.032
C -3.046 -1.232 2.368
C -4.321 1.890 -0.014
C -2.054 -1.156 3.385
C -0.744 1.783 -1.675
C -4.396 -1.376 2.624
C -0.421 4.684 2.125
H 6.184 -1.366 -3.278
H -1.301 -2.120 -8.121
H -1.558 -3.858 1.694
H -5.067 -1.470 1.777
H 1.799 -0.738 -5.517
H 1.422 1.647 -4.444
H -5.146 2.304 -1.956
H -3.401 1.220 1.811
H -1.964 -0.899 5.518
H 2.827 1.178 -2.474
H 0.127 -3.927 4.672
H 2.212 -2.950 -3.380
H 0.109 -0.111 6.374
H 0.468 6.636 1.983
H 4.669 3.639 4.380
H 2.720 -2.493 4.011
H -2.017 -1.810 -3.912
H -2.813 -2.382 -6.173
H 1.009 -1.301 -7.771
H -5.962 -1.460 4.100
H 0.886 -3.193 6.089
H 4.642 -3.280 -3.591
H -4.472 0.113 -2.883
H 0.811 4.034 -4.632
H -2.149 3.501 -1.555
H 6.136 0.468 1.900
H -1.140 4.857 -3.271
H -3.255 -1.507 -1.454
H -1.774 -4.805 -3.051
H -4.337 -1.102 5.976
H 1.462 3.869 -1.135
H 1.921 -2.305 2.448
H 1.705 6.088 -0.095
H 0.108 -4.328 -1.855
H -4.572 2.863 0.390
H -1.595 1.107 -1.527
H -0.956 4.904 3.042
H -2.602 -5.185 -1.526
H 5.272 0.864 -2.717
H 2.666 -0.910 3.241
H 1.821 -0.185 5.952
H -2.590 -3.531 -2.165
H -0.849 -3.012 5.815
H -2.467 -3.481 0.334
H 0.737 0.874 5.051
H -1.144 2.664 2.020
```

As for the net charge: -2. The calculation puts the orbital gap at 4.59 eV. As for the lowest unoccupied orbital energy: 0.14627 Eh. The largest force on an atom is 0.4 eV/Å. For the relative energy (zero: lowest compared OMol25 entry of this formula, charge and spin), the calculation gives 21.30 kJ/mol.

Mulliken population analysis, charges in e, atoms 1 to 8: 1.674 0.519 -0.189 -0.282 -0.070 -0.402 0.058 -0.573



| no. | HOMO (Ha) |
| --- | --- |
| 1 | -0.4464 |
| 2 | -0.0225 |